Record 1
A single C8H7N2O2PS molecule in a non-equilibrium geometry. Source: OMol25; level of theory: ωB97M-V/def2-TZVPD.

Structure (XYZ):
```
21
Properties=species:S:1:pos:R:3:mulliken_charge:R:1
N 4.107 0.525 0.698 -0.665
P 3.374 -0.607 -0.249 0.230
C 1.523 -0.138 -0.295 0.290
C 1.133 1.480 -0.435 -0.389
C -0.469 1.961 -0.432 -0.484
C -1.573 0.758 -0.282 0.251
C -1.192 -0.834 -0.187 0.254
C 0.367 -1.340 -0.189 -0.487
C -2.621 -1.632 -0.101 0.396
O -2.995 -2.855 -0.520 -0.515
N -3.499 -0.553 0.568 -0.241
S -2.952 -0.612 2.227 -0.075
C -3.210 0.753 -0.203 0.393
O -4.144 1.577 -0.685 -0.499
H 4.837 0.990 0.093 0.216
H 3.898 -0.654 -1.590 0.122
H 3.495 -1.932 0.336 0.093
H 1.968 2.325 -0.509 0.299
H -0.815 3.077 -0.514 0.340
H 0.614 -2.482 -0.102 0.291
H -1.770 0.118 2.427 0.180
```

Results
Spin multiplicity: 1
DFT total energy, Eh: -1308.1227
Energy above the lowest of the compared OMol25 structures with the same formula, charge and spin, kcal/mol: 296.8
SMILES: N=[PH2]c1ccc2c(c1)C(=O)N(S)C2=O


Record 2
2 unconnected molecules or ions with the total composition C30H35N2O3 in a non-equilibrium geometry. Source: OMol25; level of theory: ωB97M-V/def2-TZVPD.

Structure (XYZ):
```
70
Properties=species:S:1:pos:R:3:mulliken_charge:R:1
C 6.518 -3.515 -1.985 -0.815
O 5.334 -3.050 -2.678 -0.407
C 4.241 -2.669 -1.948 0.806
C 3.134 -2.180 -2.686 -0.818
C 2.012 -1.713 -2.047 -0.323
C 1.914 -1.697 -0.625 0.394
C 0.709 -1.225 0.026 0.108
C 0.486 -1.534 1.379 -0.444
C -0.504 -1.104 2.268 -0.216
C -0.461 -1.299 3.694 0.527
C -1.615 -0.973 4.461 -0.557
C -1.648 -1.099 5.830 -0.682
C -0.505 -1.564 6.525 0.881
O -0.626 -1.621 7.881 -0.408
C 0.522 -2.057 8.648 -0.813
C 0.662 -1.915 5.798 -0.551
C 0.687 -1.767 4.412 -0.661
C 3.034 -2.206 0.103 -0.616
C 4.165 -2.703 -0.530 -0.572
H 7.225 -3.726 -2.787 0.244
H 6.925 -2.739 -1.323 0.354
H 6.311 -4.432 -1.420 0.348
H 3.224 -2.181 -3.768 0.447
H 1.158 -1.375 -2.637 0.437
H -0.033 -0.683 -0.561 0.280
H 1.180 -2.278 1.779 0.395
H -1.388 -0.615 1.861 0.366
H -2.498 -0.605 3.940 0.390
H -2.525 -0.841 6.414 0.434
H 0.186 -2.002 9.683 0.246
H 0.794 -3.090 8.391 0.347
H 1.378 -1.386 8.491 0.354
H 1.537 -2.285 6.337 0.402
H 1.608 -1.990 3.871 0.363
H 3.030 -2.225 1.196 0.361
H 5.002 -3.097 0.051 0.419
C -5.000 1.624 -0.107 -1.059
N -3.708 1.673 -0.751 0.322
C -3.359 0.922 -1.967 0.457
C -3.216 -0.576 -1.675 -1.346
C -4.444 1.130 -3.049 -1.773
N -2.035 1.461 -2.210 0.122
C -1.516 2.345 -1.226 0.747
C -0.953 3.680 -1.766 -1.343
C 0.072 3.517 -2.864 0.170
C 1.358 3.073 -2.547 -0.122
C 2.294 2.870 -3.561 -0.739
C 1.943 3.119 -4.891 -0.405
C 0.660 3.575 -5.208 -0.571
C -0.268 3.792 -4.191 -0.257
C -2.721 2.503 -0.299 0.311
O -2.790 3.264 0.662 -0.720
H -4.928 2.116 0.858 0.362
H -5.773 2.133 -0.693 0.325
H -5.317 0.591 0.050 0.332
H -2.428 -0.719 -0.925 0.199
H -4.145 -1.031 -1.313 0.384
H -2.899 -1.076 -2.594 0.372
H -4.673 2.192 -3.205 0.392
H -4.145 0.692 -4.009 0.387
H -5.382 0.638 -2.744 0.400
H -1.537 1.241 -3.077 0.331
H -0.689 1.904 -0.617 -0.073
H -1.765 4.351 -2.085 0.463
H -0.492 4.161 -0.891 0.337
H 1.607 2.877 -1.504 0.445
H 3.296 2.524 -3.307 0.407
H 2.672 2.955 -5.684 0.380
H 0.381 3.769 -6.243 0.384
H -1.273 4.152 -4.413 0.363
```

Results
Spin multiplicity: 1
DFT total energy, Eh: -1499.1311
Charge: +1
Energy above the lowest of the compared OMol25 structures with the same formula, charge and spin, kcal/mol: 0.0